The following is a DFT calculation (the ωB97M-V functional and the def2-TZVPD basis) of a structure of composition C31H29IrN7O6S2.

The geometry in ORCA input format:
```
! wB97M-V def2-TZVPD RIJCOSX def2/J DEFGRID3
* xyz 2 2
Ir -0.603 -0.092 0.621
C 2.006 4.548 -0.049
O 0.637 4.444 0.482
C 0.415 3.200 0.821
N 1.468 2.446 0.694
C 2.679 3.236 0.365
C 3.538 2.635 -0.706
C 3.054 1.703 -1.612
C 3.880 1.226 -2.619
C 5.186 1.679 -2.726
C 5.671 2.612 -1.818
C 4.851 3.084 -0.806
C -0.990 2.917 1.219
C -1.682 3.977 1.794
C -3.032 3.841 2.060
C -3.670 2.677 1.669
C -2.915 1.677 1.084
N -1.585 1.756 0.906
C -3.532 0.443 0.585
N -2.860 -0.484 0.034
C -3.844 -1.514 -0.390
C -5.099 -1.097 0.393
O -4.846 0.304 0.715
C -3.378 -2.932 -0.175
C -4.271 -3.922 0.217
C -3.844 -5.235 0.369
C -2.522 -5.571 0.127
C -1.630 -4.589 -0.284
C -2.059 -3.281 -0.440
H 2.458 5.441 0.369
H 1.908 4.632 -1.129
H 3.232 3.323 1.302
H 2.029 1.350 -1.532
H 3.504 0.501 -3.331
H 5.827 1.307 -3.514
H 6.690 2.965 -1.893
H 5.239 3.795 -0.085
H -1.160 4.893 2.023
H -3.580 4.644 2.532
H -4.731 2.529 1.808
H -4.013 -1.356 -1.462
H -5.191 -1.629 1.341
H -6.025 -1.152 -0.168
H -5.312 -3.687 0.406
H -4.550 -5.996 0.674
H -2.192 -6.594 0.244
H -0.601 -4.853 -0.499
H -1.374 -2.521 -0.791
C 2.311 -2.890 -0.772
C 1.257 -1.852 -0.580
N 0.606 -1.645 0.518
N 0.804 -2.394 1.642
C 0.060 -2.116 2.752
N 0.301 -2.844 3.828
S -1.151 -0.930 2.750
C 0.832 -0.968 -1.687
C 1.240 -1.154 -2.995
C 0.753 -0.311 -3.985
C -0.135 0.693 -3.640
C -0.513 0.822 -2.313
N -0.042 0.023 -1.359
H 2.812 -3.163 0.155
H 3.085 -2.523 -1.442
H 1.883 -3.796 -1.209
H 1.640 -2.956 1.699
H 1.002 -3.565 3.861
H -0.167 -2.607 4.688
H 1.917 -1.958 -3.246
H 1.060 -0.444 -5.014
H -0.538 1.368 -4.381
H -1.215 1.582 -1.993
O 2.990 2.116 3.112
S 1.837 1.281 3.017
O 0.581 1.873 3.385
O 1.596 1.203 1.178
O 2.007 -0.126 3.206
*
```

Calculated values
⟨S²⟩: 0.7533
LUMO energy (alpha / beta) in eV: -6.3360 / -6.4010
Frontier orbital gap (alpha / beta) in eV: 6.777 / 7.164
DFT total energy in Ha: -2933.653970
Relative energy (zero: lowest compared OMol25 entry of this formula, charge and spin) in kcal per mole: 0.00
Largest force on an atom in Eh/bohr: 0.0098
HOMO energy (alpha / beta) in eV: -13.11 / -13.56

***

The following is a DFT calculation (the ωB97M-V functional and the def2-TZVPD basis) of a structure of composition C31H29N2O4PS2Zn in a non-equilibrium geometry.

The geometry in ORCA input format:
```
! wB97M-V def2-TZVPD RIJCOSX def2/J DEFGRID3
* xyz -2 1
Zn 1.419 1.210 -1.389
O 1.611 1.551 -4.216
C 0.687 1.409 -3.397
C -0.575 0.881 -3.607
C -1.112 1.077 -4.929
C -2.412 0.833 -5.238
C -3.301 0.362 -4.248
C -2.829 0.153 -2.977
C -1.491 0.337 -2.624
P -0.999 0.078 -0.922
C -1.931 1.464 -0.151
C -3.324 1.441 0.015
C -4.015 2.560 0.426
C -3.347 3.744 0.703
C -1.966 3.784 0.544
C -1.279 2.675 0.103
C -2.095 -1.301 -0.405
C -2.471 -1.395 0.938
C -3.118 -2.508 1.429
C -3.369 -3.595 0.603
C -2.957 -3.541 -0.721
C -2.318 -2.420 -1.214
H -0.426 1.459 -5.677
H -2.778 0.995 -6.248
H -4.334 0.147 -4.497
H -3.512 -0.237 -2.234
H -3.868 0.525 -0.170
H -5.092 2.512 0.542
H -3.890 4.622 1.035
H -1.428 4.695 0.773
H -0.205 2.732 -0.031
H -2.263 -0.557 1.591
H -3.423 -2.537 2.470
H -3.881 -4.468 0.990
H -3.143 -4.388 -1.370
H -2.011 -2.393 -2.252
O 5.649 1.006 7.410
C 4.539 0.243 7.057
O 3.930 -0.317 7.962
C 4.225 0.177 5.653
C 4.855 0.959 4.655
C 4.530 0.821 3.332
C 3.588 -0.124 2.909
S 3.284 -0.416 1.211
C 2.933 -0.892 3.886
C 3.231 -0.730 5.212
H 6.071 1.325 6.604
H 5.596 1.711 4.916
H 5.011 1.427 2.578
H 2.189 -1.614 3.573
H 2.713 -1.303 5.970
C 1.089 -1.986 -5.112
N 1.619 -1.867 -3.783
C 0.936 -2.541 -2.703
C 2.470 -0.870 -3.453
O 2.651 -0.504 -2.308
H 0.082 -1.560 -5.180
H 1.051 -3.040 -5.410
H 1.742 -1.434 -5.788
H 0.302 -3.330 -3.107
H 0.320 -1.852 -2.109
H 1.683 -2.975 -2.036
H 3.009 -0.450 -4.312
C -0.463 1.352 3.498
C 0.124 0.812 2.296
N 0.516 0.364 1.318
H 0.289 1.875 4.089
H -0.881 0.534 4.087
H -1.259 2.046 3.213
S 3.824 1.250 0.227
*
```

Calculated values
LUMO energy (alpha / beta) in eV: 4.0206 / 4.0208
Frontier orbital gap (alpha / beta) in eV: 2.530 / 2.513
DFT total energy in Ha: -4526.152104
Relative energy (zero: lowest compared OMol25 entry of this formula, charge and spin) in kcal per mole: 80.33
Largest force on an atom in Eh/bohr: 0.0397
HOMO energy (alpha / beta) in eV: 1.49 / 1.51

***

The following is a DFT calculation (the ωB97M-V functional and the def2-TZVPD basis) of a cluster of 2 separate species, C31H29O3S in total in a non-equilibrium geometry.

The geometry in ORCA input format:
```
! wB97M-V def2-TZVPD RIJCOSX def2/J DEFGRID3
* xyz 1 1
C -6.542 -2.816 2.177
O -6.028 -1.469 2.057
C -4.681 -1.277 2.041
C -4.239 0.071 2.026
C -2.891 0.343 2.099
C -1.948 -0.684 1.960
C -0.492 -0.318 1.936
C 0.372 -1.064 1.088
S 2.012 -1.090 1.511
C 2.008 -1.743 3.207
C 2.534 -2.578 0.603
O -0.057 0.623 2.640
C -2.380 -2.018 1.978
C -3.733 -2.331 2.046
H -7.625 -2.693 2.181
H -6.235 -3.429 1.319
H -6.213 -3.278 3.119
H -4.977 0.869 1.972
H -2.549 1.369 2.212
H 0.032 -1.633 0.230
H 3.052 -1.755 3.540
H 1.412 -1.075 3.834
H 1.597 -2.758 3.185
H 3.630 -2.556 0.535
H 2.186 -3.443 1.177
H 2.094 -2.550 -0.398
H -1.641 -2.819 1.944
H -4.070 -3.369 2.087
C 4.156 -1.599 -5.638
O 4.511 -1.386 -4.254
C 3.575 -0.876 -3.411
C 4.027 -0.530 -2.116
C 3.173 0.092 -1.237
C 1.832 0.400 -1.591
C 0.972 1.148 -0.710
C -0.468 1.277 -0.842
C -0.876 2.464 -0.136
C -2.166 2.965 -0.250
C -3.101 2.227 -0.982
C -2.737 1.020 -1.594
C -1.427 0.533 -1.528
C 0.300 3.052 0.480
C 1.440 2.253 0.119
C 2.717 2.731 0.414
C 2.847 3.928 1.127
C 1.721 4.683 1.494
C 0.434 4.261 1.140
C 1.389 0.004 -2.875
C 2.228 -0.637 -3.771
H 5.054 -2.040 -6.071
H 3.309 -2.294 -5.725
H 3.924 -0.647 -6.139
H 5.062 -0.751 -1.854
H 3.558 0.342 -0.250
H -2.402 3.923 0.208
H -4.122 2.599 -1.073
H -3.489 0.447 -2.136
H -1.156 -0.410 -2.001
H 3.599 2.200 0.072
H 3.845 4.274 1.394
H 1.851 5.615 2.044
H -0.458 4.848 1.356
H 0.380 0.256 -3.198
H 1.869 -0.898 -4.769
*
```

Calculated values
LUMO energy in eV: -5.0846
Frontier orbital gap in eV: 5.108
DFT total energy in Ha: -1822.279243
Largest force on an atom in Eh/bohr: 0.0317
HOMO energy in eV: -10.19

***

The following is a DFT calculation (the ωB97M-V functional and the def2-TZVPD basis) of a structure of composition C31H30BF6N4PPd in a non-equilibrium geometry.

The geometry in ORCA input format:
```
! wB97M-V def2-TZVPD RIJCOSX def2/J DEFGRID3
* xyz 0 1
Pd 0.574 -1.093 0.594
F 3.690 -1.833 4.847
C 3.611 -1.648 3.515
C 2.503 -1.013 2.980
C 2.405 -0.846 1.606
C 3.474 -1.240 0.769
C 4.565 -1.882 1.359
F 5.611 -2.324 0.621
C 4.646 -2.101 2.719
C 3.366 -0.880 -0.651
C 4.380 -1.043 -1.600
C 4.196 -0.561 -2.883
C 3.015 0.093 -3.205
C 2.045 0.194 -2.219
N 2.211 -0.282 -0.996
H 1.716 -0.695 3.650
H 5.497 -2.613 3.135
H 5.304 -1.525 -1.338
H 4.977 -0.676 -3.619
H 2.859 0.527 -4.182
H 1.104 0.702 -2.401
N -1.160 -0.405 -0.493
P -1.467 0.929 0.284
C -3.238 1.356 0.235
C -3.735 2.586 0.645
C -5.097 2.820 0.607
C -5.970 1.827 0.191
C -5.479 0.584 -0.176
C -4.114 0.351 -0.160
C -1.169 0.613 2.045
C -0.486 1.463 2.910
C -0.377 1.124 4.247
C -0.980 -0.026 4.733
C -1.711 -0.841 3.882
C -1.808 -0.527 2.539
C -0.544 2.416 -0.224
C -1.143 3.390 -1.014
C -0.428 4.511 -1.391
C 0.894 4.653 -1.004
C 1.518 3.646 -0.281
C 0.805 2.523 0.105
H -3.056 3.354 0.990
H -5.479 3.787 0.893
H -7.032 2.020 0.162
H -6.158 -0.199 -0.484
H -3.704 -0.608 -0.448
H -0.053 2.383 2.545
H 0.173 1.769 4.915
H -0.880 -0.280 5.779
H -2.196 -1.723 4.269
H -2.382 -1.151 1.865
H -2.172 3.279 -1.322
H -0.910 5.281 -1.975
H 1.437 5.544 -1.275
H 2.560 3.742 -0.011
H 1.280 1.713 0.658
F -0.250 -4.802 1.774
B 0.053 -3.555 1.378
F 0.146 -2.653 2.460
F -0.932 -3.018 0.512
F 1.267 -3.461 0.671
N -1.720 -0.955 -3.220
C -0.715 -1.391 -4.184
C -0.100 -2.743 -3.772
N 0.603 -2.797 -2.519
H -2.255 -0.175 -3.584
H -1.261 -0.452 -1.514
H -2.363 -1.713 -3.019
H 0.067 -0.624 -4.217
H -1.127 -1.496 -5.200
H 0.603 -3.039 -4.559
H -0.895 -3.494 -3.736
H 0.004 -2.637 -1.710
H 1.389 -2.161 -2.502
*
```

Calculated values
LUMO energy (alpha / beta) in eV: -0.8029 / -0.8390
Frontier orbital gap (alpha / beta) in eV: 7.304 / 7.276
DFT total energy in Ha: -2511.796980
Relative energy (zero: lowest compared OMol25 entry of this formula, charge and spin) in kcal per mole: 33.46
Largest force on an atom in Eh/bohr: 0.0862
HOMO energy (alpha / beta) in eV: -8.11 / -8.12

***

The following is a DFT calculation (the ωB97M-V functional and the def2-TZVPD basis) of the ion C31H30F3OSi with charge +1 in a non-equilibrium geometry.

The geometry in ORCA input format:
```
! wB97M-V def2-TZVPD RIJCOSX def2/J DEFGRID3
* xyz 1 1
C -1.836 -0.957 3.913
Si -0.928 -1.924 2.646
C 0.698 -2.600 3.246
C -1.878 -3.339 1.932
O -0.609 -0.756 1.384
C -0.018 -0.890 0.195
C 0.779 0.291 -0.286
C 1.865 -0.252 -1.244
C 1.493 -0.580 -2.541
C 2.456 -0.796 -3.532
C 3.800 -0.904 -3.166
C 4.186 -0.687 -1.843
C 3.219 -0.361 -0.871
C -0.433 -2.021 -0.642
C 0.452 -3.069 -0.989
C 0.003 -4.116 -1.799
C -1.317 -4.110 -2.268
C -2.158 -3.033 -1.993
C -1.742 -2.008 -1.170
H -1.990 -1.641 4.748
H -1.271 -0.107 4.266
H -2.798 -0.611 3.573
H 0.429 -3.375 3.970
H 1.284 -3.064 2.454
H 1.300 -1.846 3.746
H -2.126 -3.955 2.790
H -2.795 -3.030 1.439
H -1.286 -3.938 1.230
H 1.216 0.834 0.560
H 0.435 -0.605 -2.756
H 2.124 -0.909 -4.552
H 4.524 -1.230 -3.924
H 5.255 -0.777 -1.564
H 3.534 -0.164 0.167
H 1.472 -3.034 -0.598
H 0.690 -4.937 -2.024
H -1.658 -4.963 -2.874
H -3.161 -3.027 -2.401
H -2.411 -1.209 -0.882
F -2.511 2.483 4.664
C -3.389 2.520 3.598
F -4.257 1.445 3.759
F -4.147 3.652 3.770
C -2.635 2.485 2.318
C -3.077 1.578 1.339
C -2.320 1.466 0.168
C -1.079 2.126 0.060
C -0.044 1.509 -0.848
C 0.881 2.536 -1.485
C 1.063 2.669 -2.885
C 2.179 3.317 -3.409
C 3.070 3.936 -2.519
C 2.869 3.905 -1.144
C 1.760 3.243 -0.626
C -0.846 3.215 0.921
C -1.563 3.340 2.103
H -3.989 1.010 1.455
H -2.654 0.787 -0.622
H -0.534 0.896 -1.628
H 0.391 2.118 -3.543
H 2.331 3.355 -4.475
H 3.919 4.508 -2.935
H 3.543 4.406 -0.456
H 1.634 3.176 0.452
H -0.037 3.916 0.774
H -1.357 4.103 2.856
*
```

Calculated values
LUMO energy in eV: -4.7507
Frontier orbital gap in eV: 6.843
DFT total energy in Ha: -1863.425752
Largest force on an atom in Eh/bohr: 0.0772
HOMO energy in eV: -11.59

***

The following is a DFT calculation (the ωB97M-V functional and the def2-TZVPD basis) of a structure of composition C31H31Br4N5O4Ta in a non-equilibrium geometry.

The geometry in ORCA input format:
```
! wB97M-V def2-TZVPD RIJCOSX def2/J DEFGRID3
* xyz 1 1
Ta -0.434 0.659 -0.005
C -2.472 -1.606 -2.347
N -1.111 -1.740 -1.814
C -0.146 -1.671 -2.916
C 0.001 -0.242 -3.419
C 1.285 0.367 -2.918
N 1.433 0.340 -1.434
C 2.661 0.528 -1.092
C 3.212 0.887 0.188
C 4.597 1.013 0.335
C 5.130 1.456 1.528
C 4.276 1.808 2.574
C 2.903 1.705 2.443
C 2.379 1.227 1.252
O 1.068 1.064 1.081
C -0.987 -3.052 -1.152
C -0.043 -2.945 0.025
C -0.785 -2.402 1.228
N -1.424 -1.091 0.986
C -2.644 -0.967 1.392
C -3.405 0.248 1.514
C -4.788 0.183 1.731
C -5.516 1.333 1.933
C -4.858 2.565 1.967
C -3.489 2.653 1.798
C -2.761 1.495 1.551
O -1.429 1.549 1.395
H -2.717 -2.470 -2.978
H -2.576 -0.705 -2.943
H -3.187 -1.543 -1.528
H -0.436 -2.367 -3.714
H 0.816 -2.019 -2.528
H -0.843 0.361 -3.085
H -0.006 -0.189 -4.508
H 1.350 1.414 -3.222
H 2.135 -0.166 -3.353
H 3.406 0.495 -1.892
H 5.245 0.768 -0.498
H 6.200 1.554 1.645
H 4.693 2.174 3.503
H 2.232 1.975 3.246
H -0.667 -3.810 -1.876
H -1.976 -3.358 -0.802
H 0.803 -2.298 -0.220
H 0.379 -3.913 0.298
H -0.103 -2.284 2.067
H -1.565 -3.110 1.521
H -3.156 -1.873 1.721
H -5.279 -0.783 1.725
H -6.586 1.285 2.078
H -5.429 3.469 2.135
H -2.970 3.601 1.835
Br -2.459 5.857 -4.245
C -2.423 4.282 -3.220
C -3.554 3.463 -3.139
Br -5.142 3.935 -4.027
C -3.514 2.279 -2.398
Br -4.988 1.131 -2.201
C -2.343 1.943 -1.747
O -2.108 0.817 -1.060
C -1.236 2.789 -1.774
O -0.207 2.332 -1.051
C -1.253 3.944 -2.533
Br 0.313 4.977 -2.578
C 5.373 -3.205 2.843
N 4.069 -2.576 2.727
C 3.320 -2.049 3.747
C 2.207 -1.525 3.158
N 2.253 -1.717 1.798
C 3.383 -2.350 1.583
H 5.518 -3.536 3.868
H 6.166 -2.506 2.581
H 5.425 -4.073 2.190
H 3.642 -2.096 4.772
H 1.384 -1.015 3.634
H 3.758 -2.669 0.622
*
```

Calculated values
LUMO energy in eV: -3.3375
Frontier orbital gap in eV: 7.130
DFT total energy in Ha: -12127.689137
Relative energy (zero: lowest compared OMol25 entry of this formula, charge and spin) in kcal per mole: 2.12
Largest force on an atom in Eh/bohr: 0.0195
HOMO energy in eV: -10.47